1.
The following is a DFT calculation (the ωB97M-V functional and the def2-TZVPD basis) of a 9-piece molecular cluster, C49H111F12N9O3P3 overall at a distorted geometry.

Results
HOMO-LUMO gap: 0.3540 Ha
HOMO: -18.43 eV

ORCA input file:
```
! wB97M-V def2-TZVPD RIJCOSX def2/J DEFGRID3
* xyz 5 1
C 9.911 6.398 -0.901
C 11.371 6.225 -1.297
N 11.783 4.941 -1.792
C 11.146 3.632 -1.697
C 12.013 2.748 -2.211
N 13.041 3.408 -2.756
C 12.908 4.733 -2.533
C 14.074 2.702 -3.403
H 9.453 5.873 -0.062
H 9.282 6.216 -1.772
H 9.762 7.448 -0.649
H 11.991 6.565 -0.468
H 11.580 7.044 -1.985
H 10.249 3.495 -1.112
H 11.910 1.683 -2.355
H 13.546 5.553 -2.826
H 14.603 3.357 -4.096
H 13.538 2.064 -4.106
H 14.748 2.070 -2.826
C 8.720 -5.220 -4.427
C 7.592 -4.426 -5.127
N 6.773 -3.772 -4.047
C 5.602 -4.306 -3.544
C 5.086 -3.367 -2.698
N 5.918 -2.273 -2.649
C 6.934 -2.462 -3.556
C 5.588 -1.101 -1.906
H 8.510 -6.290 -4.430
H 8.836 -4.750 -3.451
H 9.715 -5.030 -4.831
H 6.960 -5.096 -5.710
H 8.017 -3.686 -5.805
H 5.253 -5.249 -3.939
H 4.177 -3.411 -2.117
H 7.757 -1.776 -3.692
H 5.937 -1.204 -0.879
H 4.505 -1.024 -2.000
H 6.039 -0.220 -2.363
C 5.839 1.914 -8.937
C 7.349 2.254 -8.701
N 7.745 3.101 -7.638
C 7.636 4.513 -7.585
C 8.282 5.022 -6.431
N 8.764 3.915 -5.805
C 8.375 2.800 -6.455
C 9.569 3.818 -4.509
H 5.175 2.778 -8.957
H 5.532 1.491 -7.981
H 5.538 1.231 -9.732
H 7.713 2.784 -9.581
H 7.903 1.321 -8.595
H 6.997 4.933 -8.348
H 8.333 6.049 -6.101
H 8.475 1.771 -6.141
H 10.639 3.896 -4.704
H 9.300 2.858 -4.067
H 9.371 4.611 -3.788
C 6.282 6.770 -2.750
C 5.891 7.646 -1.618
C 5.933 9.156 -1.952
C 7.366 9.612 -2.374
P 7.424 11.384 -2.734
C 7.166 12.303 -1.230
C 7.610 13.745 -1.170
C 8.362 14.255 0.194
C 8.448 15.773 0.374
C 8.966 11.572 -3.577
C 10.171 11.527 -2.659
C 11.527 11.293 -3.500
C 11.766 9.811 -3.901
C 6.122 11.848 -3.979
C 6.188 13.247 -4.527
C 4.885 13.605 -5.337
C 5.056 14.648 -6.476
H 5.708 7.108 -3.613
H 6.178 5.690 -2.637
H 7.344 6.953 -2.913
H 6.722 7.551 -0.918
H 4.910 7.459 -1.183
H 5.599 9.640 -1.034
H 5.236 9.336 -2.770
H 7.654 9.143 -3.315
H 8.132 9.376 -1.636
H 7.737 11.768 -0.472
H 6.137 12.147 -0.909
H 6.728 14.379 -1.251
H 8.334 13.999 -1.945
H 9.398 13.932 0.088
H 7.675 13.834 0.928
H 8.666 16.401 -0.490
H 9.044 15.916 1.276
H 7.396 16.008 0.537
H 8.729 12.474 -4.141
H 9.187 10.894 -4.401
H 10.223 10.743 -1.902
H 10.211 12.531 -2.238
H 12.261 11.637 -2.772
H 11.530 11.936 -4.380
H 11.067 9.595 -4.708
H 11.534 9.161 -3.056
H 12.740 9.583 -4.332
H 5.180 11.553 -3.518
H 6.167 11.094 -4.765
H 7.038 13.293 -5.208
H 6.390 14.074 -3.846
H 4.021 13.917 -4.751
H 4.671 12.708 -5.918
H 5.780 14.353 -7.235
H 5.529 15.571 -6.140
H 4.119 14.791 -7.013
C 1.066 -0.472 1.064
N 1.071 0.793 2.014
C -0.294 0.920 2.752
C 2.181 0.721 3.194
C 1.268 2.122 1.199
C 2.589 2.239 0.379
O 3.813 2.383 1.083
H 0.348 -0.296 0.262
H 0.705 -1.266 1.718
H 2.109 -0.694 0.836
H -0.401 1.857 3.298
H -0.541 -0.009 3.268
H -1.024 0.835 1.947
H 3.092 0.502 2.637
H 2.008 -0.242 3.675
H 2.150 1.656 3.754
H 1.158 3.001 1.833
H 0.354 2.219 0.613
H 2.693 3.106 -0.272
H 2.610 1.360 -0.265
H 4.606 2.395 0.542
C 7.147 5.411 1.839
N 6.127 4.954 2.903
C 6.238 5.734 4.208
C 4.791 5.407 2.420
C 6.167 3.355 3.024
C 7.150 2.766 4.070
O 8.439 2.635 3.539
H 7.364 6.442 2.120
H 6.693 5.324 0.852
H 7.887 4.668 2.138
H 5.669 6.663 4.262
H 7.223 5.938 4.626
H 5.674 5.088 4.880
H 4.111 5.175 3.240
H 4.563 4.823 1.529
H 4.850 6.434 2.058
H 6.430 2.879 2.079
H 5.207 3.028 3.423
H 6.841 1.727 4.192
H 6.991 3.276 5.020
H 8.962 2.391 4.307
C 9.318 -0.839 -0.350
N 10.008 -1.004 0.999
C 10.647 0.322 1.253
C 8.867 -1.049 2.037
C 10.869 -2.302 0.958
C 11.761 -2.562 2.233
O 10.981 -2.785 3.325
H 8.708 -1.712 -0.583
H 10.018 -0.589 -1.147
H 8.468 -0.158 -0.301
H 10.872 0.249 2.317
H 10.018 1.171 0.988
H 11.507 0.197 0.595
H 9.300 -1.143 3.033
H 8.139 -1.853 1.929
H 8.305 -0.118 2.107
H 11.550 -2.043 0.147
H 10.190 -3.138 0.789
H 12.480 -1.842 2.625
H 12.317 -3.487 2.081
H 11.410 -3.532 3.748
P 10.358 -0.494 -4.970
F 9.081 0.158 -4.296
F 11.069 0.958 -4.932
F 10.933 -0.939 -3.594
F 11.556 -1.049 -5.827
F 9.790 -2.008 -4.970
F 9.500 -0.207 -6.342
P 7.145 2.510 -1.330
F 6.153 2.152 -2.561
F 7.623 3.956 -1.933
F 6.008 3.428 -0.537
F 8.156 2.863 -0.075
F 6.547 1.193 -0.546
F 8.426 1.693 -2.047
*
```


2.
The following is a DFT calculation (the ωB97M-V functional and the def2-TZVPD basis) of C49H116CaN7O13 as an isolated structure at a distorted geometry.

Results
HOMO-LUMO gap: 0.2386 Ha
HOMO: -9.81 eV

ORCA input file:
```
! wB97M-V def2-TZVPD RIJCOSX def2/J DEFGRID3
* xyz 1 1
Ca 1.626 2.565 -3.547
C 0.073 1.142 -0.552
O 0.698 1.823 -1.608
H -1.018 1.138 -0.736
H 0.460 0.117 -0.450
H 0.245 1.688 0.397
C 1.173 -4.281 4.447
C 1.874 -2.889 4.481
C 2.954 -2.804 3.431
C 2.350 -2.652 2.087
C 1.552 -1.326 2.092
C 0.461 -1.314 3.096
N 0.893 -1.806 4.338
O -0.175 -1.906 5.289
C -0.013 0.115 3.254
C -0.709 -2.055 2.507
C 2.592 -2.771 5.863
H 1.214 -4.773 5.421
H 1.693 -5.008 3.804
H 0.149 -4.186 4.113
H 3.621 -1.958 3.632
H 3.620 -3.671 3.486
H 1.721 -3.511 1.814
H 3.098 -2.616 1.273
H 1.146 -1.188 1.077
H 2.224 -0.465 2.224
H -0.678 0.445 2.460
H -0.658 0.127 4.154
H 0.759 0.852 3.483
H -1.089 -1.586 1.596
H -0.542 -3.128 2.375
H -1.566 -2.015 3.207
H 3.388 -2.011 5.924
H 3.151 -3.708 6.020
H 1.937 -2.606 6.720
H 0.030 -1.218 5.940
C 5.035 0.607 3.644
C 5.337 1.769 2.696
C 4.139 1.916 1.758
C 2.956 2.460 2.490
C 3.355 3.855 3.016
C 4.549 3.819 3.929
N 5.591 3.036 3.308
O 6.805 2.996 4.104
C 5.059 5.229 4.019
C 4.149 3.321 5.345
C 6.483 1.397 1.832
H 5.418 -0.317 3.173
H 3.976 0.363 3.793
H 5.509 0.649 4.624
H 4.387 2.544 0.898
H 3.859 0.915 1.384
H 2.642 1.836 3.320
H 2.111 2.621 1.804
H 2.491 4.251 3.561
H 3.498 4.547 2.172
H 5.344 5.581 3.025
H 4.319 5.916 4.435
H 5.935 5.272 4.673
H 3.842 2.264 5.338
H 4.904 3.530 6.095
H 3.193 3.770 5.659
H 6.670 2.234 1.136
H 6.299 0.492 1.259
H 7.418 1.269 2.384
H 7.475 3.434 3.561
C -5.125 -7.835 -1.141
O -4.311 -6.952 -0.451
C -3.362 -6.402 -1.257
C -2.512 -5.482 -0.449
N -1.317 -5.137 -1.190
C -0.334 -4.533 -0.360
C 0.819 -3.982 -1.122
O 0.520 -2.853 -1.870
C 1.626 -2.017 -2.004
H -4.557 -8.344 -1.934
H -5.964 -7.297 -1.588
H -5.462 -8.595 -0.446
H -3.722 -5.952 -2.207
H -2.681 -7.193 -1.660
H -2.227 -6.049 0.441
H -3.080 -4.580 -0.185
H -1.567 -4.574 -2.007
H 0.137 -5.298 0.282
H -0.751 -3.780 0.341
H 1.219 -4.739 -1.809
H 1.637 -3.785 -0.413
H 1.969 -1.572 -1.057
H 1.325 -1.151 -2.623
H 2.446 -2.486 -2.575
C 1.300 4.968 -1.061
O 2.131 4.253 -1.946
C 3.240 3.703 -1.278
C 4.302 3.164 -2.248
N 3.854 1.985 -3.033
C 3.920 0.730 -2.215
C 5.312 0.323 -1.833
O 6.047 0.144 -3.001
C 7.424 0.120 -2.744
H 1.907 5.632 -0.430
H 0.812 4.271 -0.366
H 0.540 5.519 -1.600
H 2.962 2.927 -0.559
H 3.880 4.430 -0.740
H 5.211 2.998 -1.671
H 4.548 3.981 -2.943
H 4.583 1.825 -3.752
H 3.412 -0.057 -2.772
H 3.364 0.883 -1.285
H 5.247 -0.597 -1.227
H 5.755 1.089 -1.184
H 7.666 -0.719 -2.067
H 7.782 1.050 -2.285
H 7.972 -0.064 -3.661
C -7.021 -2.456 1.500
O -7.171 -1.082 1.811
C -6.220 -0.253 1.230
C -6.784 1.178 1.235
N -7.198 1.681 2.538
C -6.115 2.218 3.354
C -6.652 2.700 4.692
O -6.444 1.760 5.623
C -6.991 2.181 6.804
H -7.278 -2.693 0.459
H -7.680 -2.993 2.176
H -5.985 -2.795 1.663
H -5.972 -0.514 0.187
H -5.281 -0.253 1.806
H -7.652 1.171 0.555
H -6.068 1.840 0.726
H -7.601 0.878 3.024
H -5.706 3.092 2.855
H -5.324 1.471 3.533
H -7.714 2.936 4.564
H -6.087 3.591 4.993
H -6.521 3.091 7.185
H -6.918 1.370 7.527
H -8.072 2.359 6.677
C -1.961 3.616 -8.171
O -2.086 3.411 -6.750
C -1.206 2.456 -6.221
C -1.336 2.414 -4.716
N -0.562 3.438 -3.940
C -0.866 4.867 -4.298
C -2.182 5.326 -3.820
O -2.060 5.490 -2.489
C -3.236 5.941 -1.908
H -0.896 3.758 -8.466
H -2.515 4.514 -8.403
H -2.299 2.747 -8.756
H -0.161 2.712 -6.524
H -1.456 1.473 -6.652
H -0.937 1.411 -4.409
H -2.365 2.261 -4.365
H -0.950 3.341 -2.974
H -0.766 4.981 -5.370
H -0.070 5.466 -3.841
H -2.919 4.560 -4.135
H -2.484 6.222 -4.377
H -4.083 5.301 -2.201
H -3.475 6.974 -2.194
H -3.155 5.907 -0.827
C 1.526 -3.747 -5.059
O 0.691 -4.117 -6.078
C -0.634 -4.349 -5.637
C -1.402 -3.115 -5.213
N -1.663 -3.116 -3.794
C -2.441 -1.910 -3.367
C -3.189 -2.177 -2.098
O -4.116 -3.188 -2.374
C -5.149 -3.407 -1.439
H 2.493 -3.503 -5.482
H 1.586 -4.549 -4.313
H 1.174 -2.824 -4.551
H -0.729 -5.088 -4.802
H -1.165 -4.897 -6.425
H -2.330 -3.068 -5.790
H -0.826 -2.211 -5.522
H -0.748 -3.009 -3.289
H -3.143 -1.575 -4.150
H -1.791 -1.010 -3.215
H -3.636 -1.238 -1.713
H -2.463 -2.506 -1.333
H -5.604 -4.369 -1.710
H -5.971 -2.674 -1.548
H -4.885 -3.519 -0.376
*
```